(1)
94
Properties=species:S:1:pos:R:3 method="wB97M-V/def2-TZVPD" homo_energy_ev=-8.4 smiles=c1cc[nH]c1.CCCC#N.CCCC#N.CCCC#N.CCCC#N.CCCC#N.CCCC#N.CCCC#N relative_energy_kj_mol=400.06 gap_ev=8.783 multiplicity=1
C 8.58 5.41 1.66
C 7.83 5.55 0.51
C 6.59 5.05 0.69
N 6.63 4.50 1.97
C 7.83 4.73 2.61
H 9.62 5.71 1.77
H 8.09 5.89 -0.49
H 5.77 4.84 0.01
H 5.83 3.99 2.32
H 8.15 4.45 3.60
C -11.40 -2.24 0.21
C -10.87 -3.80 0.32
C -10.41 -4.29 1.67
C -9.77 -3.25 2.44
N -9.25 -2.39 3.04
H -10.61 -1.51 0.40
H -12.21 -2.16 0.93
H -11.83 -1.89 -0.72
H -10.01 -3.85 -0.34
H -11.55 -4.50 -0.17
H -9.84 -5.22 1.72
H -11.40 -4.53 2.08
C 0.37 -6.52 -4.56
C -0.98 -6.87 -3.77
C -1.38 -8.36 -3.64
C -2.09 -8.60 -2.39
N -2.73 -8.79 -1.44
H 0.36 -7.14 -5.45
H 1.23 -6.72 -3.93
H 0.51 -5.47 -4.82
H -1.73 -6.42 -4.42
H -0.96 -6.27 -2.86
H -0.47 -8.96 -3.75
H -1.98 -8.64 -4.50
C 0.23 8.55 -2.17
C -0.35 9.52 -3.30
C 0.39 10.83 -3.46
C 1.82 10.80 -3.91
N 2.92 10.80 -4.21
H 1.32 8.52 -2.22
H -0.22 7.57 -2.34
H -0.09 8.74 -1.15
H -1.43 9.57 -3.16
H -0.16 9.07 -4.27
H 0.56 11.39 -2.53
H -0.09 11.54 -4.13
C 10.48 -2.84 1.83
C 9.62 -1.57 1.30
C 8.54 -1.76 0.13
C 9.03 -2.59 -0.94
N 9.45 -3.12 -1.91
H 11.07 -2.48 2.68
H 11.25 -3.10 1.10
H 9.78 -3.62 2.13
H 10.34 -0.88 0.86
H 9.18 -1.07 2.16
H 8.37 -0.80 -0.35
H 7.59 -2.15 0.48
C -6.46 0.24 -9.54
C -5.11 0.57 -8.86
C -4.41 -0.74 -8.23
C -4.03 -1.83 -9.17
N -3.75 -2.71 -9.82
H -6.09 -0.40 -10.35
H -6.82 1.16 -10.01
H -7.13 -0.22 -8.82
H -5.20 1.32 -8.08
H -4.45 1.18 -9.47
H -4.91 -0.94 -7.29
H -3.42 -0.50 -7.84
C 1.85 -0.36 10.13
C 2.72 -0.16 11.37
C 3.21 -1.41 12.11
C 4.18 -1.08 13.17
N 4.99 -0.88 13.99
H 1.14 -1.10 10.49
H 2.45 -0.99 9.46
H 1.52 0.58 9.69
H 2.21 0.44 12.13
H 3.58 0.49 11.18
H 3.88 -1.97 11.44
H 2.40 -2.04 12.47
C -2.87 1.21 1.15
C -2.88 -0.36 0.83
C -2.04 -1.16 1.82
C -0.73 -0.60 2.09
N 0.35 -0.17 2.33
H -3.62 1.55 0.44
H -1.87 1.58 0.90
H -3.14 1.43 2.18
H -2.69 -0.66 -0.20
H -3.92 -0.69 0.92
H -1.83 -2.13 1.38
H -2.64 -1.30 2.72

***

(2)
8
Properties=species:S:1:pos:R:3 method="wB97M-V/def2-TZVPD" homo_energy_ev=-10.2 smiles="C1=NC1.Cl" relative_energy_kj_mol=224.51 gap_ev=10.747 multiplicity=1
C 0.23 -0.41 -0.48
N 0.79 -1.33 0.15
C 1.23 0.07 0.46
H -0.47 -0.25 -1.26
H 2.32 0.29 0.28
H 0.79 0.38 1.35
Cl -2.80 0.13 0.05
H -2.10 1.12 -0.55

***

(3)
137
Properties=species:S:1:pos:R:3 method="wB97M-V/def2-TZVPD" homo_energy_ev=-7.7 smiles="C#CN1c2c([PH2]=O)cc(C)cc2Sc2c(CCN)c([Si](C)(C)C)c(CC=C)c(NCCCC)c21.C[C@@H]1COC(=O)O1.C[C@@H]1COC(=O)O1.C[C@@H]1COC(=O)O1.C[C@@H]1COC(=O)O1.C[C@@H]1COC(=O)O1" relative_energy_kj_mol=0.00 gap_ev=7.275 multiplicity=1
C -0.88 1.48 0.36
C -1.14 1.69 -0.81
N -1.53 2.18 -2.05
C -2.62 1.40 -2.62
C -3.92 1.92 -2.43
P -4.14 3.49 -1.48
O -5.54 3.99 -1.49
C -5.00 1.23 -3.00
C -4.80 0.05 -3.74
C -5.99 -0.68 -4.40
C -3.50 -0.47 -3.93
C -2.42 0.22 -3.36
S -0.69 -0.28 -3.54
C 0.11 1.33 -3.75
C 1.17 1.52 -4.67
C 1.55 0.26 -5.47
C 2.39 -0.71 -4.53
N 3.62 -1.25 -5.16
C 1.80 2.81 -4.79
Si 3.26 3.06 -6.00
C 2.49 3.05 -7.76
C 4.45 1.56 -5.97
C 4.36 4.57 -5.70
C 1.25 3.86 -3.98
C 1.77 5.31 -4.04
C 1.37 5.91 -5.43
C 0.00 5.86 -5.74
C 0.17 3.63 -3.06
N -0.38 4.66 -2.20
C 0.50 4.83 -1.04
C -0.03 5.87 0.01
C 1.03 6.99 0.19
C 1.27 7.75 -1.17
C -0.42 2.36 -2.95
H -0.60 1.29 1.39
H -3.77 3.14 -0.15
H -3.20 4.44 -1.96
H -6.01 1.65 -2.87
H -6.43 0.04 -5.12
H -6.76 -0.95 -3.66
H -5.64 -1.53 -5.00
H -3.30 -1.37 -4.53
H 2.04 0.46 -6.44
H 0.62 -0.30 -5.71
H 2.55 -0.20 -3.56
H 1.75 -1.59 -4.30
H 3.66 -2.25 -4.96
H 4.40 -0.87 -4.61
H 2.82 2.13 -8.28
H 1.38 3.00 -7.73
H 2.86 3.90 -8.37
H 4.38 1.17 -4.94
H 5.49 1.92 -6.07
H 4.20 0.81 -6.73
H 3.91 5.44 -6.23
H 4.59 4.80 -4.65
H 5.31 4.39 -6.24
H 1.26 5.96 -3.30
H 2.84 5.41 -3.83
H 2.11 6.34 -6.13
H -0.45 5.12 -6.41
H -0.66 6.56 -5.21
H -0.53 5.52 -2.72
H 1.57 5.03 -1.30
H 0.52 3.85 -0.52
H -0.11 5.35 0.99
H -1.03 6.24 -0.28
H 1.99 6.56 0.54
H 0.64 7.70 0.94
H 0.40 7.65 -1.84
H 1.44 8.83 -0.95
H 2.21 7.39 -1.63
C -0.53 -4.45 -0.40
C 0.81 -4.04 -0.98
C 0.77 -3.78 -2.46
O 2.10 -4.11 -2.87
C 2.56 -5.03 -1.99
O 3.55 -5.68 -2.15
O 1.75 -5.12 -0.90
H -0.45 -4.56 0.68
H -1.30 -3.71 -0.61
H -0.84 -5.42 -0.79
H 1.21 -3.19 -0.43
H 0.54 -2.74 -2.68
H 0.07 -4.42 -3.00
C 1.39 -1.51 3.86
C 0.27 -2.49 4.16
C 0.75 -3.83 4.63
O -0.29 -4.71 4.18
C -0.85 -4.12 3.09
O -1.60 -4.66 2.34
O -0.45 -2.84 2.96
H 0.98 -0.54 3.59
H 2.04 -1.38 4.73
H 1.99 -1.85 3.01
H -0.44 -2.03 4.87
H 0.86 -3.89 5.71
H 1.69 -4.15 4.17
C 1.07 -7.35 3.71
C 2.31 -7.85 4.41
C 2.19 -9.27 4.90
O 3.06 -9.27 6.04
C 3.09 -8.00 6.52
O 3.53 -7.69 7.58
O 2.53 -7.13 5.63
H 1.24 -6.35 3.32
H 0.79 -8.00 2.88
H 0.23 -7.27 4.40
H 3.19 -7.72 3.77
H 2.52 -10.00 4.16
H 1.18 -9.53 5.23
C -1.79 3.01 6.53
C -0.48 2.27 6.49
C 0.73 3.16 6.60
O 1.72 2.43 5.87
C 1.06 1.68 4.96
O 1.58 1.11 4.05
O -0.27 1.66 5.21
H -2.62 2.31 6.51
H -1.87 3.62 7.43
H -1.90 3.65 5.65
H -0.46 1.48 7.25
H 1.05 3.31 7.64
H 0.60 4.13 6.13
C -5.87 -3.67 7.10
C -4.80 -3.49 6.04
C -3.70 -4.51 6.11
O -2.58 -3.79 5.59
C -2.81 -2.48 5.84
O -1.98 -1.62 5.73
O -4.08 -2.26 6.24
H -6.67 -2.95 6.95
H -6.29 -4.68 7.06
H -5.46 -3.50 8.09
H -5.26 -3.46 5.05
H -3.90 -5.39 5.51
H -3.46 -4.83 7.13

***

(4)
74
Properties=species:S:1:pos:R:3 method="wB97M-V/def2-TZVPD" homo_energy_ev=-5.4 gap_ev=3.344 multiplicity=1
C -2.91 3.04 1.47
C -3.44 3.15 0.04
C -3.15 2.00 -0.95
Br -4.69 0.82 -1.17
C -1.84 1.27 -0.75
C -0.76 1.60 -1.62
C -0.86 2.65 -2.72
C -0.21 4.00 -2.39
C -0.89 5.15 -3.11
Cl -0.25 4.35 -0.60
C 0.47 0.96 -1.46
C 1.72 1.13 -2.26
C 2.10 -0.16 -3.05
C 3.55 -0.59 -2.82
C 3.77 -1.11 -1.41
C 5.22 -1.49 -1.11
O 5.36 -2.76 -0.52
C 4.75 -2.86 0.76
N 0.61 0.07 -0.46
C -0.36 -0.26 0.40
O 0.00 -1.20 1.26
C 0.32 -0.80 2.61
C 1.81 -0.91 2.83
C 2.11 -0.38 4.23
O 2.51 -0.18 1.84
C -1.63 0.31 0.26
C -2.70 -0.19 1.21
C -2.85 -1.72 1.18
C -3.06 -2.42 -0.13
N -2.80 -2.41 2.23
H -1.88 2.71 1.52
H -2.94 4.04 1.90
H -3.57 2.43 2.08
H -4.52 3.25 0.09
H -3.07 4.07 -0.40
H -3.09 2.45 -1.92
H -1.87 2.79 -3.07
H -0.31 2.26 -3.57
H 0.85 3.99 -2.61
H -0.18 5.93 -3.35
H -1.36 4.80 -4.02
H -1.66 5.61 -2.48
H 2.53 1.34 -1.57
H 1.67 1.96 -2.96
H 1.91 -0.04 -4.11
H 1.46 -0.97 -2.69
H 3.74 -1.42 -3.50
H 4.25 0.20 -3.09
H 3.17 -2.02 -1.30
H 3.46 -0.37 -0.67
H 5.83 -1.51 -2.01
H 5.66 -0.75 -0.43
H 4.62 -1.88 1.22
H 3.78 -3.34 0.68
H 5.38 -3.48 1.40
H 1.51 -0.40 -0.33
H -0.21 -1.47 3.27
H -0.01 0.23 2.79
H 2.11 -1.95 2.81
H 3.16 -0.47 4.46
H 1.52 -0.93 4.96
H 1.82 0.67 4.27
H 2.34 0.76 1.97
H -3.64 0.32 1.08
H -2.38 0.03 2.23
H -2.39 -3.27 -0.19
H -2.82 -1.75 -0.96
H -4.09 -2.74 -0.19
H -2.69 -1.83 3.06
C -4.27 -6.41 2.33
O -4.83 -5.94 3.35
O -3.16 -5.61 1.90
O -4.50 -7.41 1.65
H -3.23 -4.94 2.59

***

(5)
133
Properties=species:S:1:pos:R:3 method="wB97M-V/def2-TZVPD" homo_energy_ev=-9.4 smiles="CCOCCO[C@@]1(I)COS(=O)(=O)O1.O=C1CCCO1.O=C1CCCO1.O=C1CCCO1.O=C1CCCO1.O=C1CCCO1.O=C1CCCO1.O=C1CCCO1.O=C1CCCO1.O=C1CCCO1" gap_ev=8.755 multiplicity=1
C -2.82 2.70 0.33
C -2.65 1.09 -0.05
O -2.03 1.03 -1.39
C -0.60 0.72 -1.25
C -0.41 -0.93 -1.02
O 0.97 -1.23 -1.31
C 1.82 -1.63 -0.23
I 3.52 -0.21 -0.47
C 1.49 -1.43 1.35
O 2.34 -2.49 1.99
S 1.92 -3.86 1.01
O 2.92 -5.06 0.97
O 0.45 -4.37 1.21
O 2.20 -3.04 -0.49
H -3.10 3.23 -0.68
H -3.64 2.89 1.16
H -1.75 3.09 0.67
H -3.71 0.54 -0.15
H -2.05 0.52 0.79
H -0.04 1.33 -0.42
H -0.04 0.93 -2.28
H -0.88 -1.32 -0.04
H -1.07 -1.40 -1.90
H 1.84 -0.36 1.69
H 0.43 -1.78 1.75
O -4.86 1.31 -2.35
C -4.46 1.58 -3.48
C -4.08 0.58 -4.53
C -3.31 1.42 -5.51
C -3.94 2.78 -5.33
O -4.32 2.85 -3.96
H -5.00 0.17 -4.97
H -3.46 -0.22 -4.11
H -3.36 1.05 -6.54
H -2.26 1.46 -5.21
H -4.83 2.91 -5.95
H -3.23 3.59 -5.55
O 2.22 2.65 2.35
C 3.22 2.30 2.95
C 4.37 3.20 3.31
C 5.44 2.20 3.67
C 4.65 1.03 4.19
O 3.43 1.04 3.44
H 4.09 3.82 4.17
H 4.67 3.82 2.46
H 6.17 2.58 4.40
H 5.99 1.91 2.77
H 4.41 1.12 5.25
H 5.17 0.08 4.02
O 4.18 3.09 6.07
C 4.09 2.95 7.28
C 3.58 1.72 7.97
C 3.32 2.23 9.36
C 4.34 3.33 9.51
O 4.49 3.88 8.20
H 4.35 0.95 7.95
H 2.66 1.36 7.50
H 3.41 1.46 10.13
H 2.31 2.65 9.42
H 5.31 2.96 9.84
H 4.00 4.11 10.19
O 3.73 2.18 -5.92
C 4.52 1.45 -5.36
C 4.96 0.10 -5.85
C 5.60 -0.49 -4.62
C 6.10 0.72 -3.88
O 5.17 1.76 -4.20
H 5.69 0.24 -6.66
H 4.11 -0.49 -6.19
H 6.39 -1.22 -4.84
H 4.83 -1.00 -4.02
H 7.09 1.03 -4.22
H 6.12 0.56 -2.80
O 5.44 -10.10 -1.64
C 5.30 -9.41 -0.65
C 4.00 -9.07 0.01
C 4.38 -7.91 0.90
C 5.83 -8.19 1.21
O 6.34 -8.85 0.05
H 3.66 -9.93 0.59
H 3.25 -8.78 -0.72
H 3.76 -7.82 1.79
H 4.30 -6.98 0.33
H 5.95 -8.86 2.07
H 6.40 -7.28 1.39
O -3.46 3.68 5.78
C -4.30 3.95 4.94
C -5.60 4.65 5.20
C -6.37 4.37 3.94
C -5.28 4.24 2.91
O -4.16 3.70 3.61
H -5.41 5.72 5.33
H -6.10 4.23 6.08
H -7.11 5.13 3.69
H -6.90 3.41 4.04
H -4.99 5.21 2.49
H -5.56 3.57 2.09
O -4.13 -2.55 -2.15
C -4.23 -2.70 -0.95
C -4.74 -3.93 -0.26
C -5.00 -3.42 1.14
C -3.98 -2.32 1.28
O -3.83 -1.77 -0.03
H -3.97 -4.70 -0.27
H -5.66 -4.29 -0.73
H -4.91 -4.19 1.91
H -6.01 -3.00 1.20
H -3.01 -2.69 1.62
H -4.32 -1.54 1.97
O 3.28 -3.27 -7.44
C 3.19 -3.42 -6.24
C 2.67 -4.64 -5.55
C 2.42 -4.14 -4.15
C 3.43 -3.03 -4.01
O 3.58 -2.49 -5.32
H 3.45 -5.41 -5.56
H 1.75 -5.00 -6.02
H 2.51 -4.91 -3.38
H 1.40 -3.72 -4.09
H 4.40 -3.41 -3.67
H 3.09 -2.25 -3.32
O -8.18 5.05 -0.31
C -7.78 5.32 -1.43
C -7.41 4.32 -2.48
C -6.63 5.17 -3.47
C -7.26 6.53 -3.29
O -7.64 6.59 -1.92
H -8.32 3.91 -2.93
H -6.79 3.52 -2.07
H -6.68 4.80 -4.49
H -5.58 5.20 -3.17
H -8.15 6.66 -3.91
H -6.55 7.33 -3.51